[1]
{"formula": "C28H40AsF6N2O4P2S6Tc", "method": "the ωB97M-V functional and the def2-TZVPD basis", "relative_energy_kj_mol": 0.00, "lumo_ev": [-8.4, -8.4], "fmax_ev_per_a": 0.53, "gap_ev": [5.3, 5.3], "e_tot_ha": -7488.48326, "charge": 2, "species": ["Tc", "C", "C", "C", "P", "C", "C", "C", "C", "C", "C", "C", "C", "C", "C", "N", "C", "C", "C", "C", "C", "C", "C", "P", "C", "C", "C", "C", "C", "C", "H", "H", "H", "H", "H", "H", "H", "H", "H", "H", "H", "H", "H", "H", "H", "H", "H", "H", "H", "H", "H", "H", "H", "H", "H", "H", "H", "H", "H", "H", "H", "H", "H", "H", "H", "H", "H", "H", "H", "H", "S", "As", "S", "S", "S", "F", "C", "F", "F", "S", "O", "O", "N", "S", "O", "O", "C", "F", "F", "F"], "xyz": [[0.169, 0.258, 0.631], [-0.498, 3.728, 1.093], [-1.908, 3.137, 1.030], [-2.838, 4.158, 0.366], [-1.857, 1.469, 0.232], [-3.463, 0.580, 0.498], [-4.737, 1.423, 0.417], [-3.464, -0.173, 1.830], [-1.674, 1.776, -1.547], [-2.610, 2.379, -2.370], [-2.384, 2.523, -3.741], [-3.406, 3.163, -4.630], [-1.191, 2.025, -4.272], [-0.259, 1.386, -3.480], [-0.492, 1.276, -2.108], [0.345, 0.556, -1.236], [1.401, -0.255, -1.757], [2.453, 0.237, -2.516], [3.432, -0.646, -2.932], [3.370, -2.008, -2.628], [4.445, -2.945, -3.097], [2.310, -2.475, -1.852], [1.327, -1.611, -1.396], [-0.059, -1.973, -0.259], [0.292, -3.367, 0.888], [1.320, -3.061, 1.970], [0.644, -4.694, 0.199], [-1.443, -2.627, -1.285], [-2.640, -3.008, -0.405], [-1.860, -1.690, -2.415], [-0.565, 4.759, 1.439], [-0.028, 3.749, 0.106], [0.154, 3.189, 1.775], [-2.253, 2.936, 2.052], [-2.463, 4.436, -0.618], [-2.828, 5.061, 0.977], [-3.871, 3.842, 0.275], [-3.475, -0.149, -0.318], [-4.796, 2.132, 1.241], [-5.591, 0.752, 0.504], [-4.849, 1.961, -0.520], [-3.413, 0.520, 2.672], [-2.641, -0.878, 1.910], [-4.397, -0.728, 1.926], [-3.540, 2.745, -1.960], [-4.173, 3.677, -4.055], [-3.895, 2.408, -5.248], [-2.939, 3.879, -5.306], [-1.002, 2.120, -5.333], [0.624, 0.963, -3.934], [2.526, 1.292, -2.738], [4.268, -0.271, -3.509], [4.827, -2.650, -4.072], [4.079, -3.967, -3.162], [5.284, -2.934, -2.398], [2.268, -3.526, -1.612], [-0.688, -3.478, 1.366], [2.310, -2.899, 1.545], [1.378, -3.913, 2.647], [1.061, -2.181, 2.558], [1.711, -4.743, -0.008], [0.099, -4.890, -0.722], [0.418, -5.510, 0.885], [-1.028, -3.529, -1.740], [-2.857, -2.240, 0.337], [-2.493, -3.952, 0.116], [-3.526, -3.120, -1.029], [-2.317, -0.778, -2.033], [-2.601, -2.195, -3.035], [-1.023, -1.418, -3.059], [1.134, 3.323, 4.813], [1.382, 1.879, 6.131], [-0.226, 0.331, 2.867], [-0.764, -0.682, 4.442], [-0.801, 0.534, 6.004], [4.084, 1.946, -0.279], [4.420, 1.368, 0.869], [5.006, 2.240, 1.657], [5.184, 0.323, 0.638], [2.802, 0.805, 1.646], [2.404, -0.418, 0.910], [1.837, 1.870, 1.305], [2.873, 0.609, 3.160], [4.137, 0.423, 4.140], [5.386, 0.295, 3.464], [3.967, 1.325, 5.240], [3.751, -1.244, 4.831], [3.527, -2.116, 3.855], [4.767, -1.649, 5.561], [2.651, -1.180, 5.595]]}

[2]
{"formula": "C28H40DyNO2", "method": "the ωB97M-V functional and the def2-TZVPD basis", "relative_energy_kj_mol": 198.49, "multiplicity": 6, "lumo_ev": [-0.2, 0.5], "fmax_ev_per_a": 2.50, "gap_ev": [7.5, 8.2], "e_tot_ha": -2181.00641, "charge": 0, "species": ["O", "C", "C", "H", "H", "C", "H", "H", "C", "H", "H", "H", "C", "H", "H", "H", "Dy", "C", "C", "C", "H", "C", "C", "H", "H", "H", "H", "C", "C", "C", "H", "C", "C", "H", "H", "H", "H", "O", "C", "C", "H", "H", "C", "H", "H", "C", "H", "H", "H", "H", "C", "N", "C", "C", "C", "C", "C", "C", "C", "C", "H", "H", "H", "H", "H", "H", "H", "H", "H", "H", "H", "H"], "xyz": [[1.058, -0.494, -4.687], [1.482, 0.608, -5.540], [1.333, -0.052, -6.890], [2.494, 0.901, -5.283], [0.783, 1.455, -5.445], [1.014, -1.246, -5.962], [2.273, -0.109, -7.465], [0.498, 0.329, -7.481], [2.202, -2.129, -6.255], [3.100, -1.496, -6.295], [2.041, -2.568, -7.257], [2.337, -2.928, -5.512], [-0.335, -1.899, -6.106], [-1.111, -1.145, -5.992], [-0.445, -2.657, -5.316], [-0.422, -2.370, -7.085], [0.053, -0.301, -0.883], [-1.865, -1.288, 0.725], [-1.886, 0.092, 1.036], [-2.279, 0.828, -0.107], [-1.714, 0.511, 2.020], [-2.566, -0.114, -1.140], [-2.327, -1.429, -0.617], [-2.559, -2.376, -1.105], [-1.662, -2.089, 1.432], [-2.373, 1.910, -0.136], [-2.979, 0.146, -2.115], [1.310, -2.453, -0.111], [0.573, -2.767, -1.285], [1.100, -1.973, -2.354], [-0.194, -3.538, -1.387], [2.172, -1.174, -1.841], [2.311, -1.499, -0.465], [3.052, -1.079, 0.229], [1.194, -2.931, 0.870], [0.758, -2.011, -3.388], [2.770, -0.439, -2.396], [0.090, 2.825, -4.793], [-0.979, 2.447, -3.865], [-2.103, 3.492, -4.108], [-0.554, 2.583, -2.861], [-1.227, 1.363, -3.996], [-1.399, 4.658, -4.834], [-2.641, 3.786, -3.211], [-2.806, 2.995, -4.784], [0.079, 4.273, -4.761], [-1.630, 5.636, -4.451], [-1.677, 4.638, -5.898], [0.442, 4.527, -3.756], [0.752, 4.728, -5.506], [-0.645, 1.453, 4.343], [-0.342, 0.216, 3.637], [-0.812, -0.970, 4.350], [0.943, 0.094, 3.022], [1.306, 1.256, 2.099], [1.651, 2.524, 2.621], [2.006, 3.567, 1.744], [2.154, 3.328, 0.382], [1.729, 2.081, -0.139], [1.265, 1.112, 0.716], [0.042, 1.650, 5.190], [-1.669, 1.382, 4.749], [-0.605, 2.308, 3.658], [-0.691, -1.854, 3.707], [-0.257, -1.139, 5.297], [-1.885, -0.843, 4.591], [1.739, -0.004, 3.798], [0.970, -0.862, 2.451], [1.630, 2.670, 3.711], [2.155, 4.561, 2.151], [2.580, 4.068, -0.289], [1.768, 1.905, -1.223]]}

[3]
{"formula": "C28H40HgN10O2PS2", "method": "the ωB97M-V functional and the def2-TZVPD basis", "relative_energy_kj_mol": 39.63, "multiplicity": 2, "lumo_ev": [-4.5, -5.9], "fmax_ev_per_a": 1.06, "gap_ev": [7.1, 7.0], "e_tot_ha": -3079.57905, "charge": 2, "species": ["Hg", "C", "C", "N", "N", "C", "N", "S", "C", "C", "C", "C", "C", "N", "H", "H", "H", "H", "H", "H", "H", "H", "H", "H", "C", "O", "C", "O", "N", "N", "H", "H", "H", "H", "H", "H", "C", "N", "C", "N", "C", "N", "C", "P", "C", "C", "H", "H", "H", "H", "H", "H", "H", "H", "H", "H", "H", "H", "H", "N", "S", "C", "C", "C", "C", "C", "C", "C", "C", "C", "C", "C", "C", "H", "H", "H", "H", "H", "H", "H", "H", "H", "H", "H"], "xyz": [[-1.174, 0.750, 0.809], [-2.123, 2.699, 5.475], [-1.380, 2.049, 4.341], [-1.802, 0.985, 3.769], [-2.963, 0.469, 4.226], [-3.606, -0.573, 3.630], [-4.762, -0.929, 4.199], [-3.043, -1.405, 2.290], [-0.105, 2.631, 3.841], [0.228, 3.963, 4.086], [1.454, 4.451, 3.658], [2.316, 3.602, 2.990], [1.878, 2.312, 2.738], [0.710, 1.829, 3.139], [-3.171, 2.852, 5.207], [-1.696, 3.657, 5.748], [-2.082, 2.070, 6.368], [-3.447, 0.942, 4.981], [-5.205, -0.393, 4.929], [-5.291, -1.664, 3.764], [-0.458, 4.627, 4.591], [1.731, 5.477, 3.857], [3.294, 3.924, 2.658], [2.509, 1.621, 2.186], [4.234, 0.805, -1.189], [3.483, 2.006, -1.002], [2.254, 1.878, -0.492], [1.721, 0.815, -0.234], [1.717, 3.111, -0.332], [0.453, 3.302, 0.213], [5.154, 1.111, -1.674], [3.694, 0.096, -1.816], [4.452, 0.337, -0.229], [2.293, 3.900, -0.582], [-0.142, 3.793, -0.444], [0.519, 3.850, 1.063], [0.496, -4.688, 2.242], [1.207, -3.342, 2.380], [2.394, -3.333, 1.416], [1.972, -3.606, 0.092], [1.282, -4.889, 0.018], [0.117, -4.915, 0.896], [-0.952, -4.034, 0.432], [-0.438, -2.231, 0.352], [0.263, -2.222, 2.092], [1.197, -2.517, -0.503], [-0.377, -4.670, 2.894], [1.194, -5.459, 2.574], [1.555, -3.242, 3.335], [3.092, -4.099, 1.759], [2.860, -2.350, 1.476], [1.970, -5.685, 0.312], [0.962, -5.065, -1.007], [-1.813, -4.111, 1.100], [-1.271, -4.359, -0.559], [-0.583, -2.285, 2.777], [0.742, -1.262, 2.283], [1.766, -1.585, -0.469], [1.004, -2.754, -1.552], [-0.896, 0.327, -1.678], [-1.689, 0.942, -2.930], [-1.947, -0.494, -4.022], [-2.018, -1.735, -3.410], [-2.314, -2.849, -4.181], [-2.539, -2.710, -5.544], [-2.453, -1.461, -6.143], [-2.165, -0.338, -5.381], [-0.462, 1.846, -3.879], [0.689, 1.196, -4.304], [1.672, 1.929, -4.947], [1.497, 3.292, -5.161], [0.341, 3.928, -4.736], [-0.651, 3.203, -4.087], [0.103, 0.512, -1.695], [-1.842, -1.806, -2.345], [-2.384, -3.824, -3.716], [-2.784, -3.577, -6.143], [-2.620, -1.357, -7.206], [-2.106, 0.637, -5.849], [0.800, 0.131, -4.138], [2.575, 1.435, -5.283], [2.269, 3.859, -5.665], [0.207, 4.987, -4.907], [-1.564, 3.679, -3.751]]}